# 1
{"formula": "C22H24Cl4N4", "method": "ωB97M-V/def2-TZVPD", "gap_ev": 9.765, "charge": 0, "max_force_ev_per_a": 2.2, "smiles": "c1ccncc1.c1ccncc1.c1ccncc1.c1ccncc1.ClCCl.ClCCl", "elements": ["C", "C", "C", "N", "C", "C", "H", "H", "H", "H", "H", "C", "C", "C", "N", "C", "C", "H", "H", "H", "H", "H", "C", "C", "C", "N", "C", "C", "H", "H", "H", "H", "H", "C", "C", "C", "N", "C", "C", "H", "H", "H", "H", "H", "Cl", "C", "Cl", "H", "H", "Cl", "C", "Cl", "H", "H"], "xyz": [[-9.083, -5.294, -15.334], [-8.268, -4.344, -15.981], [-8.647, -3.905, -17.227], [-9.806, -4.333, -17.824], [-10.553, -5.253, -17.240], [-10.243, -5.720, -15.968], [-8.703, -5.743, -14.428], [-7.470, -3.809, -15.488], [-8.028, -3.168, -17.718], [-11.377, -5.660, -17.808], [-10.846, -6.473, -15.481], [-8.197, -4.013, -8.447], [-7.760, -5.129, -7.716], [-8.389, -6.329, -7.962], [-9.472, -6.382, -8.756], [-9.853, -5.298, -9.476], [-9.220, -4.090, -9.357], [-7.736, -3.045, -8.310], [-7.005, -5.152, -6.944], [-8.133, -7.256, -7.470], [-10.752, -5.417, -10.062], [-9.451, -3.193, -9.912], [-11.684, -4.482, -12.809], [-13.028, -4.877, -12.826], [-13.973, -3.955, -12.420], [-13.671, -2.657, -12.080], [-12.390, -2.265, -12.107], [-11.334, -3.170, -12.375], [-10.927, -5.219, -13.035], [-13.359, -5.841, -13.183], [-15.019, -4.215, -12.487], [-12.146, -1.235, -11.892], [-10.327, -2.780, -12.335], [-5.558, -11.403, -6.632], [-6.311, -11.598, -7.805], [-6.492, -10.480, -8.624], [-6.079, -9.214, -8.275], [-5.477, -9.021, -7.114], [-5.243, -10.086, -6.279], [-5.300, -12.239, -5.999], [-6.490, -12.604, -8.157], [-7.020, -10.644, -9.552], [-5.274, -8.004, -6.812], [-4.736, -9.914, -5.341], [-6.481, -8.870, -12.110], [-7.635, -7.974, -11.097], [-8.988, -7.284, -12.070], [-8.149, -8.634, -10.399], [-7.157, -7.229, -10.461], [-5.510, -5.592, -13.040], [-6.237, -4.390, -11.914], [-7.812, -3.890, -12.496], [-6.326, -4.946, -10.980], [-5.538, -3.567, -11.766]], "nbo_charge": [-0.181, -0.257, 0.021, -0.420, 0.036, -0.260, 0.231, 0.221, 0.193, 0.194, 0.212, -0.179, -0.270, 0.022, -0.432, 0.039, -0.256, 0.213, 0.220, 0.205, 0.207, 0.226, -0.166, -0.266, 0.031, -0.419, 0.036, -0.267, 0.219, 0.222, 0.195, 0.193, 0.217, -0.161, -0.252, 0.027, -0.436, 0.028, -0.254, 0.220, 0.223, 0.198, 0.195, 0.215, -0.015, -0.381, -0.057, 0.230, 0.226, -0.040, -0.391, -0.007, 0.221, 0.228]}

# 2
{"formula": "C16H16N3O4Rh", "method": "ωB97M-V/def2-TZVPD", "gap_ev": [4.708, 4.707], "charge": -2, "max_force_ev_per_a": 1.1, "elements": ["Rh", "N", "C", "C", "O", "N", "C", "C", "O", "O", "H", "H", "H", "H", "H", "H", "N", "C", "C", "C", "C", "C", "C", "C", "C", "C", "C", "C", "C", "H", "H", "H", "H", "H", "H", "H", "H", "H", "H", "O"], "xyz": [[-1.780, 0.048, -1.110], [-0.560, 1.185, -2.358], [-1.511, 1.846, -3.281], [-2.793, 0.998, -3.456], [-3.194, 0.748, -4.610], [-3.315, 0.684, -2.281], [-4.381, -0.295, -2.249], [-4.409, -1.040, -0.900], [-5.462, -1.613, -0.579], [-3.330, -1.037, -0.215], [0.024, 1.847, -1.857], [0.037, 0.533, -2.854], [-1.076, 2.044, -4.265], [-1.801, 2.791, -2.819], [-4.233, -1.050, -3.034], [-5.371, 0.143, -2.411], [2.462, -0.901, -0.518], [2.576, -1.545, 0.742], [3.107, -2.828, 0.854], [3.323, -3.419, 2.095], [2.971, -2.731, 3.243], [2.386, -1.474, 3.132], [2.169, -0.864, 1.902], [1.443, 0.427, 1.819], [2.026, 1.599, 2.293], [1.355, 2.820, 2.266], [0.044, 2.823, 1.746], [-0.501, 1.684, 1.203], [0.223, 0.457, 1.078], [1.488, -0.869, -0.821], [3.074, -1.323, -1.202], [3.367, -3.362, -0.054], [3.743, -4.417, 2.156], [3.120, -3.179, 4.219], [2.063, -0.947, 4.023], [3.032, 1.536, 2.701], [1.822, 3.726, 2.635], [-0.542, 3.737, 1.753], [-1.496, 1.685, 0.764], [-0.100, -0.468, 0.246]], "nbo_charge": [0.292, -0.755, -0.302, 0.621, -0.753, -0.619, -0.349, 0.772, -0.763, -0.729, 0.377, 0.368, 0.169, 0.197, 0.195, 0.180, -0.851, 0.198, -0.264, -0.230, -0.262, -0.190, -0.019, -0.193, -0.195, -0.341, -0.223, -0.319, 0.410, 0.427, 0.342, 0.190, 0.189, 0.189, 0.204, 0.186, 0.180, 0.185, 0.240, -0.751]}

# 3
{"formula": "C24H33N3O6S", "method": "ωB97M-V/def2-TZVPD", "gap_ev": 8.051, "charge": 0, "max_force_ev_per_a": 1.3, "smiles": "CCOCCCNC(=O)C1CCN(S(=O)(=O)c2c(C)noc2/C=C\\c2ccc(OC)cc2)CC1", "elements": ["C", "C", "O", "C", "C", "C", "N", "C", "O", "C", "C", "C", "N", "S", "O", "O", "C", "C", "C", "N", "O", "C", "C", "C", "C", "C", "C", "C", "O", "C", "C", "C", "C", "C", "H", "H", "H", "H", "H", "H", "H", "H", "H", "H", "H", "H", "H", "H", "H", "H", "H", "H", "H", "H", "H", "H", "H", "H", "H", "H", "H", "H", "H", "H", "H", "H", "H"], "xyz": [[4.340, 0.808, -2.128], [3.477, -0.450, -2.132], [2.539, -0.502, -3.192], [3.095, -0.818, -4.456], [2.030, -0.699, -5.545], [0.906, -1.729, -5.406], [0.125, -1.487, -4.217], [-1.105, -0.931, -4.262], [-1.757, -0.831, -5.281], [-1.632, -0.469, -2.902], [-1.731, -1.632, -1.909], [-2.181, -1.118, -0.542], [-1.248, -0.108, -0.092], [-1.250, 0.278, 1.539], [-2.034, 1.454, 1.774], [-1.553, -0.917, 2.274], [0.474, 0.629, 1.695], [1.469, -0.287, 1.260], [1.245, -1.673, 0.792], [2.653, 0.256, 1.350], [2.490, 1.514, 1.837], [1.185, 1.750, 2.071], [0.824, 3.048, 2.585], [-0.153, 3.314, 3.465], [-0.981, 2.351, 4.161], [-2.310, 2.673, 4.455], [-3.156, 1.737, 4.998], [-2.696, 0.450, 5.289], [-3.617, -0.424, 5.762], [-3.253, -1.783, 5.856], [-1.347, 0.156, 5.101], [-0.509, 1.097, 4.542], [-1.238, 1.057, -0.948], [-0.750, 0.652, -2.336], [5.057, 0.808, -2.946], [4.882, 0.859, -1.189], [3.707, 1.688, -2.216], [2.878, -0.470, -1.218], [4.112, -1.346, -2.155], [3.919, -0.132, -4.689], [3.500, -1.843, -4.430], [2.517, -0.830, -6.512], [1.597, 0.301, -5.507], [1.326, -2.740, -5.361], [0.225, -1.662, -6.258], [0.681, -1.376, -3.382], [-2.637, -0.071, -3.074], [-0.761, -2.120, -1.805], [-2.445, -2.371, -2.274], [-2.179, -1.912, 0.205], [-3.198, -0.706, -0.614], [0.494, -2.143, 1.423], [0.864, -1.659, -0.227], [2.177, -2.230, 0.824], [1.441, 3.852, 2.207], [-0.363, 4.355, 3.679], [-2.687, 3.651, 4.197], [-4.194, 1.964, 5.185], [-2.528, -1.951, 6.659], [-4.173, -2.319, 6.087], [-2.843, -2.145, 4.908], [-0.947, -0.808, 5.368], [0.537, 0.858, 4.419], [-0.569, 1.792, -0.497], [-2.242, 1.502, -1.005], [0.288, 0.323, -2.260], [-0.784, 1.517, -3.000]], "nbo_charge": [-0.642, -0.061, -0.571, -0.063, -0.424, -0.224, -0.638, 0.696, -0.629, -0.315, -0.393, -0.228, -0.688, 2.356, -0.928, -0.943, -0.514, 0.194, -0.653, -0.146, -0.267, 0.358, -0.295, -0.082, -0.134, -0.136, -0.253, 0.313, -0.488, -0.255, -0.248, -0.184, -0.228, -0.398, 0.202, 0.227, 0.212, 0.195, 0.163, 0.174, 0.162, 0.216, 0.214, 0.187, 0.239, 0.413, 0.226, 0.200, 0.227, 0.236, 0.183, 0.247, 0.232, 0.235, 0.231, 0.214, 0.211, 0.225, 0.173, 0.199, 0.189, 0.216, 0.213, 0.219, 0.192, 0.211, 0.224]}

# 4
{"formula": "C10H11N2O", "method": "ωB97M-V/def2-TZVPD", "gap_ev": 7.287, "charge": 1, "max_force_ev_per_a": 6.5, "elements": ["C", "C", "C", "C", "C", "C", "C", "C", "C", "C", "N", "N", "O", "H", "H", "H", "H", "H", "H", "H", "H", "H", "H", "H"], "xyz": [[-2.618, -1.155, 0.231], [-0.344, -1.666, -0.105], [-3.619, -0.247, 0.052], [-2.221, 1.600, -0.051], [-1.271, -0.749, 0.048], [-1.034, 0.688, 0.043], [0.184, 1.162, 0.232], [1.130, -1.542, -0.177], [2.207, 1.750, -0.474], [1.433, -0.379, 0.648], [-3.419, 1.133, -0.092], [2.720, 0.435, 0.275], [1.120, 2.118, 0.214], [-2.777, -2.285, 0.144], [-0.759, -2.680, -0.181], [-4.711, -0.420, -0.132], [-2.269, 2.720, -0.074], [1.629, -2.539, 0.281], [1.506, -1.764, -1.244], [3.030, 2.448, -0.550], [2.034, 1.159, -1.414], [1.400, -0.517, 1.691], [3.283, -0.084, -0.428], [3.364, 0.814, 1.063]], "nbo_charge": [-0.220, -0.120, -0.007, 0.090, -0.079, -0.186, 0.439, -0.543, 0.126, -0.084, -0.377, -0.581, -0.449, 0.237, 0.226, 0.232, 0.229, 0.254, 0.268, 0.235, 0.186, 0.236, 0.437, 0.451]}